(1)
DFT (wB97M-V/def2-TZVPD) results for C14H13AuBrN2O2 as an isolated structure.

Summary:
ΔE to the lowest compared entry with this formula, charge and spin ... 0.0 kJ/mol
E_HOMO ... -3.96 eV
Kohn-Sham gap ... 0.258 Eh
Energy ... -3510.936946 Ha

Structure (ORCA input):
```
! wB97M-V def2-TZVPD RIJCOSX def2/J DEFGRID3
* xyz -1 1
Au -0.398 -0.444 -0.719
Br 0.770 2.104 -2.050
O -0.862 -2.128 -3.133
O 2.445 -1.978 1.126
N -0.183 -2.100 -2.057
N 1.773 -1.920 -0.116
C 1.435 -3.072 -0.556
C 0.621 -3.109 -1.775
C -0.758 2.449 0.423
C 1.828 -4.359 0.119
C -1.311 4.755 1.163
C -0.825 5.281 0.006
C -0.835 1.023 0.634
C -0.237 4.427 -0.950
C -1.777 2.853 2.627
C -1.333 0.618 1.861
C -1.278 3.356 1.402
C -1.781 1.510 2.857
C 0.681 -4.293 -2.688
C -0.194 3.080 -0.732
H 0.307 -3.984 -3.662
H -2.153 1.120 3.798
H 1.094 -5.138 -0.086
H 0.205 4.838 -1.848
H -1.413 -0.444 2.063
H 2.799 -4.701 -0.248
H 1.702 -4.673 -2.790
H 2.464 -1.045 1.363
H 0.049 -5.118 -2.337
H 1.913 -4.208 1.192
H -2.150 3.555 3.365
H -1.736 5.397 1.928
H -0.864 6.349 -0.181
*
```

---

(2)
DFT (wB97M-V/def2-TZVPD) results for an isolated ion of composition C8H14N3 and charge +1 in a non-equilibrium geometry.

Summary:
SMILES ... C[C@@]1(N)C[C@]1(C)c1c[nH+]c[nH]1
ΔE to the lowest compared entry with this formula, charge and spin ... 235.5 kJ/mol
E_HOMO ... -12.93 eV
Kohn-Sham gap ... 0.387 Eh
Energy ... -477.207208 Ha

Structure (ORCA input):
```
! wB97M-V def2-TZVPD RIJCOSX def2/J DEFGRID3
* xyz 1 1
N -2.125 0.590 -0.612
N 0.084 1.640 -1.063
N -3.636 -0.183 0.779
C 2.178 0.977 0.000
C -2.414 -0.613 1.276
C 0.450 -0.715 -1.042
C -1.516 -0.049 0.450
C 0.456 -1.588 1.370
C -3.451 0.465 -0.333
C -0.050 -0.486 0.387
C 0.850 0.497 -0.379
H 0.075 -1.573 2.428
H 2.307 1.589 0.906
H 0.756 1.962 -1.853
H -4.328 0.611 -0.900
H -0.204 -0.417 -1.841
H 2.892 0.108 0.310
H -2.404 -1.182 2.220
H 2.657 1.336 -0.881
H -4.575 -0.283 1.060
H -1.290 1.288 -1.017
H 1.517 -1.500 1.492
H 1.176 -1.514 -1.244
H 0.339 -2.639 0.955
H 0.191 2.341 -0.352
*
```

---

(3)
DFT (wB97M-V/def2-TZVPD) results for one molecule with the formula C5H10N2 in a non-equilibrium geometry.

Summary:
SMILES ... [H]/N=C\N(C)C(=C)C
ΔE to the lowest compared entry with this formula, charge and spin ... 164.6 kJ/mol
E_HOMO ... -8.07 eV
Kohn-Sham gap ... 0.328 Eh
Energy ... -305.961178 Ha

Structure (ORCA input):
```
! wB97M-V def2-TZVPD RIJCOSX def2/J DEFGRID3
* xyz 0 1
N 0.468 -0.228 0.073
N 2.603 0.049 -1.055
C 0.917 -0.334 1.444
C -0.790 0.193 -0.261
C -1.955 -0.240 0.572
C 1.355 -0.191 -1.059
C -0.860 0.777 -1.495
H 2.958 0.491 -0.209
H -2.848 -0.275 -0.049
H 0.335 -1.101 1.956
H 1.974 -0.599 1.445
H -2.129 0.476 1.377
H 0.797 0.603 1.994
H -1.810 0.817 -2.009
H -1.809 -1.226 1.011
H -0.185 1.548 -1.829
H 0.980 -0.759 -1.905
*
```

---

(4)
DFT (wB97M-V/def2-TZVPD) results for a 9-piece molecular cluster, C52H53IN9O2 overall in a non-equilibrium geometry.

Summary:
E_HOMO ... -1.97 eV
Kohn-Sham gap ... 0.155 Eh
Energy ... -2954.203285 Ha

Structure (ORCA input):
```
! wB97M-V def2-TZVPD RIJCOSX def2/J DEFGRID3
* xyz -1 1
I 1.106 1.943 -1.729
O -2.080 -3.706 0.538
O 2.081 0.649 0.726
N -6.473 -2.725 -3.914
N -4.264 -3.050 0.477
N -6.201 3.169 -1.125
N 4.867 6.314 0.538
N 5.191 1.818 4.891
N 1.728 -4.676 -0.822
N 0.318 6.395 2.746
N -1.025 1.282 3.969
N 6.239 -4.832 -3.625
C 1.463 -1.161 -0.771
C 1.491 -6.805 -2.601
C -5.322 -1.161 1.509
C 1.241 0.518 4.162
C 5.634 1.996 6.135
C 7.285 -6.221 -5.804
C 6.272 1.012 6.875
C 6.002 -0.438 5.000
C -5.477 -1.387 -0.884
C 5.380 0.616 4.346
C 1.578 6.635 2.381
C -5.056 -1.840 0.346
C -4.941 3.602 -1.081
C 3.780 4.362 -0.342
C -4.322 4.277 -2.122
C 2.633 -6.019 -2.591
C -0.003 8.762 2.951
C 6.457 -0.231 6.291
C 4.299 5.641 -0.466
C -0.445 7.450 3.024
C -7.542 -4.768 -5.475
C 4.926 5.698 1.720
C -6.362 4.070 -3.341
C 2.699 -4.972 -1.683
C -6.043 0.012 1.452
C -5.051 4.514 -3.275
C 3.855 3.739 0.894
C -0.143 0.619 6.101
C 1.309 8.992 2.571
C -6.189 -0.206 -0.938
C 0.164 0.995 3.434
C 6.399 -4.249 -4.812
C -6.374 -4.129 -5.856
C -6.886 3.407 -2.243
C -7.596 -3.351 -3.565
C -6.454 0.464 0.221
C -1.158 1.089 5.281
C -2.316 -1.369 0.074
C 2.121 7.908 2.279
C -5.883 -3.119 -5.042
C 0.001 -1.505 -0.988
C 0.470 -6.512 -1.712
C 1.667 0.315 -0.345
C 4.439 4.419 1.951
C -8.169 -4.374 -4.304
C -0.805 -1.199 0.284
C 1.083 0.328 5.523
C 7.129 -6.847 -4.578
C 6.913 -4.894 -5.927
C 6.602 -6.113 -3.527
C 0.637 -5.439 -0.847
C -2.836 -2.769 0.380
H -2.806 -0.599 0.680
H -4.945 -1.546 2.450
H -4.408 3.390 -0.161
H 6.613 1.215 7.881
H 2.173 5.758 2.158
H 3.459 2.739 1.029
H 6.457 -6.563 -2.550
H -2.136 1.328 5.689
H -6.991 1.402 0.172
H -2.543 -1.148 -0.978
H 3.453 -6.211 -3.271
H 2.179 0.304 3.668
H -0.397 -0.872 -1.806
H 1.694 10.002 2.502
H 7.409 -7.882 -4.439
H -4.494 -3.652 -0.309
H 5.009 0.502 3.333
H 0.252 1.162 2.368
H 6.098 -3.208 -4.861
H -7.957 -5.563 -6.082
H -0.431 -1.813 1.117
H -4.603 5.037 -4.111
H 3.328 3.854 -1.183
H 1.904 -0.042 6.127
H 5.464 2.983 6.552
H -1.464 7.222 3.320
H -8.052 -3.006 -2.642
H -3.296 4.606 -2.030
H 7.018 -4.367 -6.866
H -6.965 4.233 -4.225
H -7.909 3.042 -2.249
H -0.309 0.485 7.162
H 5.390 6.269 2.518
H -5.853 -4.406 -6.762
H 4.265 6.165 -1.416
H 1.792 -1.785 0.068
H -0.670 9.581 3.186
H -6.254 0.558 2.365
H 3.151 8.043 1.977
H -6.505 0.169 -1.906
H 1.399 -7.633 -3.295
H 3.574 -4.331 -1.639
H 6.126 -1.393 4.508
H -9.081 -4.849 -3.970
H 6.949 -1.027 6.835
H 4.516 3.967 2.932
H 7.692 -6.760 -6.650
H -0.666 -0.144 0.617
H 2.072 -1.341 -1.665
H -0.137 -5.166 -0.138
H -4.970 -2.592 -5.298
H -5.202 -1.967 -1.760
H -0.438 -7.099 -1.689
*
```

---

(5)
DFT (wB97M-V/def2-TZVPD) results for C8H13Cl4N6O4OsS as an isolated structure.

Summary:
ΔE to the lowest compared entry with this formula, charge and spin ... 0.0 kJ/mol
E_HOMO ... -19.17 eV
Kohn-Sham gap ... 0.219 Eh
Energy ... -3270.425330 Ha

Structure (ORCA input):
```
! wB97M-V def2-TZVPD RIJCOSX def2/J DEFGRID3
* xyz 3 1
Os -0.282 -0.158 0.611
Cl -1.590 -3.178 5.117
Cl -2.439 1.516 0.983
Cl -4.057 -2.508 3.702
Cl -2.746 -0.510 5.376
S 1.765 -0.584 1.432
O -0.997 1.640 1.490
O -2.720 2.529 0.071
O -3.328 1.321 2.033
O -2.236 0.161 0.228
N 1.189 -2.707 -0.109
N -1.136 -1.116 2.265
N 0.513 2.253 -0.711
N -0.092 -2.105 -0.244
N 0.211 0.916 -0.907
N 3.262 -2.703 0.895
C 1.307 4.260 -1.899
C 0.913 2.842 -1.824
C -1.745 -1.463 3.173
C 0.068 -0.562 -2.976
C 0.387 0.715 -2.286
C 0.853 1.859 -2.847
C 2.105 -2.142 0.674
C -2.533 -1.912 4.345
H -0.942 -0.905 -2.731
H 1.306 -3.634 -0.506
H 0.059 -0.390 -4.051
H 0.657 4.773 -2.614
H 3.535 -3.599 0.504
H 3.945 -2.251 1.493
H 2.323 4.335 -2.292
H 0.389 2.676 0.201
H 1.251 4.763 -0.936
H 0.820 -1.332 -2.782
H -0.763 -2.705 0.244
H -0.336 -2.116 -1.233
H 1.083 2.023 -3.888
*
```

---

(6)
DFT (wB97M-V/def2-TZVPD) results for C6H9NO2 as an isolated structure in a non-equilibrium geometry.

Summary:
ΔE to the lowest compared entry with this formula, charge and spin ... 486.0 kJ/mol
E_HOMO ... -9.31 eV
Kohn-Sham gap ... 0.373 Eh
Energy ... -439.091262 Ha

Structure (ORCA input):
```
! wB97M-V def2-TZVPD RIJCOSX def2/J DEFGRID3
* xyz 0 1
O -0.523 1.787 0.265
O 1.305 -1.160 -0.069
N -1.677 0.188 -0.529
C 0.868 0.108 -0.725
C -2.084 -1.158 0.056
C 2.103 0.848 -0.217
C 2.316 -0.368 0.582
C -2.853 0.153 0.259
C -0.518 0.677 -0.204
H 3.223 -0.894 0.160
H 2.095 1.776 0.382
H -3.649 0.783 -0.313
H -1.498 -1.409 0.919
H 0.887 -0.205 -1.797
H -2.620 0.302 1.266
H 2.690 0.887 -1.060
H 2.145 -0.294 1.773
H -2.211 -2.019 -0.748
*
```